Record 1
This record from the OMol25 dataset describes 2 unconnected molecules or ions with the total composition C4H11N2O in a non-equilibrium geometry. The level of theory is ωB97M-V/def2-TZVPD.

XYZ file:
```
18
Properties=species:S:1:pos:R:3
C 0.646 -1.707 -0.005
O 0.988 -0.515 -0.584
C 1.394 -1.914 1.327
N 1.321 -0.686 2.104
H -0.448 -1.741 0.204
H 0.876 -2.584 -0.642
H 0.971 -2.746 1.912
H 2.441 -2.210 1.142
H 2.161 -0.470 2.609
H 1.185 0.043 1.410
C -2.209 2.686 -0.880
C -1.673 1.462 -1.133
N -0.530 1.132 -1.775
H -1.699 3.624 -1.060
H -3.196 2.729 -0.438
H -2.309 0.634 -0.819
H -0.024 1.938 -2.116
H 0.107 0.325 -1.257
```

Properties
HOMO (eV): -3.384
LUMO energy (Eh): 0.161
Net charge: -1

=====

Record 2
This record from the OMol25 dataset describes C3H5NO in the gas phase. The level of theory is ωB97M-V/def2-TZVPD.

XYZ file:
```
10
Properties=species:S:1:pos:R:3
O -0.908 1.487 1.186
C -1.198 0.566 0.310
N -0.220 0.061 -0.347
C 0.563 -1.128 -0.572
C 1.162 0.096 0.109
H -2.237 0.275 0.188
H 0.292 -1.997 0.028
H 0.707 -1.353 -1.628
H 1.759 0.677 -0.605
H 0.080 1.316 1.331
```

Properties
HOMO (alpha / beta) (eV): -7.722 / -7.722
LUMO energy (alpha / beta) (Eh): 0.026 / 0.026
Net charge: 0

=====

Record 3
This record from the OMol25 dataset describes a molecular structure, C12H10N11O4RbS2 in a non-equilibrium geometry. The level of theory is ωB97M-V/def2-TZVPD.

XYZ file:
```
40
Properties=species:S:1:pos:R:3
Rb 0.687 -0.661 -0.391
O -0.307 -4.419 -0.573
C 0.780 -3.778 -0.553
O 1.327 -3.224 -1.510
C 1.457 -3.685 0.806
C 1.742 -4.789 1.602
C 2.367 -4.570 2.821
C 2.669 -3.275 3.199
C 2.326 -2.228 2.346
N 1.733 -2.447 1.184
C 2.688 -0.747 2.670
O 3.287 -0.569 3.739
O 2.364 0.079 1.805
H -1.211 -3.780 -1.614
H 1.487 -5.781 1.258
H 2.622 -5.404 3.470
H 3.168 -3.044 4.130
N -2.428 0.031 -3.393
C -1.791 1.111 -2.834
N -1.850 2.320 -3.412
N -1.182 3.107 -2.591
N -0.739 2.411 -1.588
N -1.109 1.137 -1.693
C -2.273 -1.277 -3.075
N -2.866 -2.248 -3.805
N -2.514 -3.368 -3.242
N -1.763 -3.086 -2.225
N -1.579 -1.789 -2.064
H -2.915 0.219 -4.253
S -1.507 2.433 2.606
C -0.913 3.735 1.836
N -0.575 3.858 0.573
C -0.115 5.132 0.093
C -0.617 6.184 1.074
S -0.698 5.331 2.685
H -0.640 3.096 -0.189
H -0.511 5.284 -0.916
H 0.981 5.146 0.039
H -1.627 6.513 0.826
H 0.045 7.042 1.159
```

Properties
HOMO (eV): -3.167
LUMO energy (Eh): 0.148
Net charge: -2

=====

Record 4
This record from the OMol25 dataset describes C4H12N4O in the gas phase in a non-equilibrium geometry. The level of theory is ωB97M-V/def2-TZVPD.

XYZ file:
```
21
Properties=species:S:1:pos:R:3
C -1.086 -0.563 0.118
C -1.958 -1.530 -0.684
C 0.323 1.822 0.213
N 0.031 2.416 -0.994
O 0.038 2.373 1.279
H -0.026 1.834 -1.821
H -0.599 3.207 -0.951
H -1.617 0.393 0.091
H -1.063 -0.865 1.172
H -2.992 -1.493 -0.325
H -1.964 -1.259 -1.746
H -1.615 -2.565 -0.596
N 0.972 -1.852 -0.166
N 1.686 0.155 1.461
C 1.175 0.520 0.133
N 0.351 -0.570 -0.450
H 1.719 -2.060 -0.830
H 1.387 -1.822 0.779
H 0.897 0.247 2.104
H 2.321 0.899 1.752
H 2.020 0.713 -0.539
```

Properties
HOMO (eV): -9.328
LUMO energy (Eh): 0.033
Net charge: 0

=====

Record 5
This record from the OMol25 dataset describes 2 unconnected molecules or ions with the total composition C8H6FO3S in a non-equilibrium geometry. The level of theory is ωB97M-V/def2-TZVPD.

XYZ file:
```
19
Properties=species:S:1:pos:R:3
C -1.360 0.421 -2.111
C -1.802 -0.491 -1.232
C -0.712 1.526 -1.669
C -1.329 -0.489 0.115
C -0.197 1.597 -0.403
C -0.474 0.517 0.495
C 1.771 -1.780 -0.025
C 1.458 -0.629 1.936
O 0.737 -2.351 -0.185
O 2.907 -1.550 -0.148
O 1.062 2.024 2.031
F 0.853 -1.643 2.798
S 0.289 0.722 2.146
H -1.641 0.270 -3.224
H -2.171 -1.407 -1.680
H -0.363 2.150 -2.477
H -1.743 -0.972 0.959
H 0.394 2.361 0.155
H 2.319 -0.277 2.518
```

Properties
HOMO (eV): -3.632
LUMO energy (Eh): 0.129
Net charge: -1

=====

Record 6
This record from the OMol25 dataset describes C3H7N3OS in the gas phase in a non-equilibrium geometry. The level of theory is ωB97M-V/def2-TZVPD.

XYZ file:
```
15
Properties=species:S:1:pos:R:3
C -1.196 -1.324 0.355
C 1.142 -0.632 0.807
C 0.072 1.286 -0.708
H -1.749 -0.401 0.740
H -1.150 -1.152 -0.723
H -1.914 -2.193 0.521
H -0.171 -1.875 1.911
H 2.898 0.141 1.468
H 0.420 1.828 -2.682
H -0.959 2.816 -2.038
N 0.071 -1.574 0.972
N 2.027 -0.398 1.730
N -0.142 2.134 -1.787
O -0.463 1.416 0.409
S 1.114 -0.073 -0.974
```

Properties
HOMO (eV): -9.198
LUMO energy (Eh): 0.013
Net charge: 0